[1]
Computed, not measured: C4H8O3 in the gas phase at a distorted geometry, with ωB97M-V with the def2-TZVPD basis set.

Cartesian coordinates (Å):
C -2.65467 -0.22281 0.00462
O -1.53093 0.60313 0.32837
C -0.35119 0.08324 -0.01873
O -0.26434 -0.97264 -0.63994
C 0.84657 0.77275 0.49137
C 2.04480 0.42424 -0.35182
O 2.27853 -0.94369 0.16588
H -2.54404 -1.21137 0.45913
H -3.52653 0.28941 0.40983
H -2.74420 -0.34048 -1.07768
H 0.69534 1.80088 0.85617
H 1.42128 -0.24001 1.11458
H 1.92595 0.32751 -1.43112
H 2.91424 1.03530 -0.10368
H 1.48919 -1.40546 -0.20697

The calculation puts the lowest unoccupied orbital energy at 0.894 eV. For the largest force on an atom, the calculation gives 0.0634 Eh/bohr. The HOMO energy comes out at -0.3628 Eh. The net charge is 0. The SMILES is COC(=O)CCO. The value obtained for the gap between HOMO and LUMO is 10.77 eV.

=====

[2]
Computed, not measured: a molecular structure, C4H8O3, with ωB97M-V with the def2-TZVPD basis set.

Cartesian coordinates (Å):
C -2.42423 -0.13055 0.09462
O -1.20739 0.60580 0.23870
C -0.39812 0.92208 -1.07410
O -1.01710 0.79232 -2.07349
C 0.47868 -0.16633 0.51727
C 1.86090 0.07780 -0.06626
O 2.72654 -0.65490 0.78688
H -2.29380 -0.97019 -0.59983
H -2.73665 -0.48485 1.07940
H -3.18439 0.54033 -0.31283
H 0.43129 0.15832 1.55351
H 0.14222 -1.19524 0.39072
H 1.90873 -0.28221 -1.10129
H 2.08216 1.14975 -0.05572
H 3.63115 -0.36214 0.62241

The calculation puts the lowest unoccupied orbital energy at 0.223 eV. For the largest force on an atom, the calculation gives 0.0185 Eh/bohr. The HOMO energy comes out at -0.3179 Eh. The net charge is 0. The value obtained for the gap between HOMO and LUMO is 8.87 eV.

=====

[3]
Computed, not measured: C4H8O3 in the gas phase, with ωB97M-V with the def2-TZVPD basis set.

Cartesian coordinates (Å):
C 1.24370 1.47008 -0.12908
C 0.14098 0.52629 -0.56883
O 0.70319 -0.70993 -0.96790
C -0.93288 0.31819 0.51440
O -1.69340 -0.82935 0.11470
C -1.02758 -1.98752 0.21021
O -0.13170 -2.22830 0.98790
H 1.74474 1.05767 0.75509
H 0.86902 2.47009 0.11298
H 1.98203 1.53933 -0.93343
H -0.36701 0.91223 -1.46050
H 1.01377 -1.16408 -0.16310
H -1.63515 1.15755 0.55131
H -0.49974 0.16537 1.50983
H -1.40997 -2.69761 -0.53359

The calculation puts the lowest unoccupied orbital energy at 0.936 eV. For the largest force on an atom, the calculation gives 0.0129 Eh/bohr. The HOMO energy comes out at -0.3831 Eh. The net charge is 0. The SMILES is C[C@@H](O)COC=O. The value obtained for the gap between HOMO and LUMO is 11.36 eV.

=====

[4]
Computed, not measured: C4H8O5 in the gas phase, with ωB97M-V with the def2-TZVPD basis set.

Cartesian coordinates (Å):
C -0.38302 -0.49243 0.70424
C -1.43039 -0.64415 -0.33510
C 1.25410 1.25021 -0.42016
C 0.97454 -0.22534 -0.18948
O -0.68821 0.65116 1.50109
O -0.16473 -1.62954 1.42479
O -2.26762 0.33260 -0.51991
O 0.17737 -0.74643 -1.54379
O 1.89777 -0.98117 0.19706
H 0.81101 -1.79919 1.23717
H -0.92590 0.31763 2.37639
H -2.00115 1.05802 0.09052
H 0.45216 -0.30892 -2.36021
H -1.71819 -1.60780 -0.72885
H 0.39253 1.77621 -0.83416
H 1.53414 1.71573 0.52242
H 2.08559 1.33340 -1.12202

The calculation puts the lowest unoccupied orbital energy at 0.042 eV. For the largest force on an atom, the calculation gives 0.0186 Eh/bohr. The HOMO energy comes out at -0.3325 Eh. The net charge is 0. The value obtained for the gap between HOMO and LUMO is 9.09 eV.

=====

[5]
Computed, not measured: C4H8OS in the gas phase at a distorted geometry, with ωB97M-V with the def2-TZVPD basis set.

Cartesian coordinates (Å):
C -1.74792 -0.62736 -0.30064
C -0.35173 -0.30386 0.33056
C 0.83623 -0.54908 -0.26252
C 2.11671 0.13539 0.22049
H -4.01590 0.55174 -0.16331
H -1.74824 -0.82835 -1.37549
H -2.23045 -1.38081 0.31575
H -0.41086 -0.16500 1.41836
H 1.01107 -0.81055 -1.29294
H 2.95694 -0.55691 0.19172
H 1.90728 0.21719 1.27405
H 2.00751 2.07370 0.03336
O 2.35223 1.29351 -0.37533
S -2.68289 0.95038 -0.01408

The calculation puts the lowest unoccupied orbital energy at 0.780 eV. For the largest force on an atom, the calculation gives 0.0977 Eh/bohr. The HOMO energy comes out at -0.3349 Eh. The net charge is 0. The SMILES is OC/C=C/CS. The value obtained for the gap between HOMO and LUMO is 9.89 eV.

=====

[6]
Computed, not measured: C4H8OS in the gas phase at a distorted geometry, with ωB97M-V with the def2-TZVPD basis set.

Cartesian coordinates (Å):
C 1.82958 0.48964 -0.52194
C 0.95029 -0.44691 0.32324
C -0.44510 -0.42230 0.53461
C -1.45238 0.68110 0.19711
H 2.78004 -0.01623 -0.59788
H 2.17789 1.17199 0.29732
H 1.32185 0.55792 -1.59341
H 1.49677 -1.00604 1.16218
H -0.74773 -0.89608 1.45029
H -0.75867 1.29780 -0.65411
H -1.62184 1.46391 0.89703
H -2.76406 -1.38466 -0.83862
O 0.15195 -1.32476 -0.41424
S -2.91860 -0.16536 -0.24157

The calculation puts the lowest unoccupied orbital energy at 0.930 eV. For the largest force on an atom, the calculation gives 0.1308 Eh/bohr. The HOMO energy comes out at -0.3306 Eh. The net charge is 0. The SMILES is C[C@@H]1O[C@@H]1CS. The value obtained for the gap between HOMO and LUMO is 9.93 eV.

=====

[7]
Computed, not measured: C4H8OS in the gas phase at a distorted geometry, with ωB97M-V with the def2-TZVPD basis set.

Cartesian coordinates (Å):
C -2.36022 -0.50643 -0.57496
C -1.46554 -0.30684 0.71088
C 0.04880 0.02062 0.33007
C 2.08819 -1.11499 -0.11576
H -2.15273 -1.48059 -1.13215
H -3.41983 -0.41590 -0.21776
H -2.23960 0.19443 -1.52857
H -1.53454 -1.25338 1.38600
H -1.68687 0.49857 1.53053
H 2.67741 -0.60177 0.63883
H 2.42179 -2.09747 -0.29194
H 2.36940 -0.64847 -1.20014
O 0.70390 -1.02123 0.03409
S 0.50415 1.58877 -0.09743

The calculation puts the lowest unoccupied orbital energy at 0.566 eV. For the largest force on an atom, the calculation gives 0.1003 Eh/bohr. The HOMO energy comes out at -0.3131 Eh. The net charge is 0. The SMILES is CCC(=S)OC. The value obtained for the gap between HOMO and LUMO is 9.09 eV.

=====

[8]
Computed, not measured: C4H8OS in the gas phase at a distorted geometry, with ωB97M-V with the def2-TZVPD basis set.

Cartesian coordinates (Å):
C 1.85911 -1.07227 0.16825
C 0.75512 0.94657 0.30174
C -0.37223 1.67111 -0.38595
C -0.67068 0.60412 0.58206
H 2.71551 -0.77032 0.72702
H 2.08604 -1.72928 -0.65526
H 1.11540 -1.52669 0.78058
H 1.38532 1.46518 1.03544
H -0.46113 1.37256 -1.45543
H -0.60142 2.70984 -0.11017
H -1.08442 0.86094 1.57544
H -2.68552 -0.53176 -0.24045
O 1.33445 0.00772 -0.56128
S -1.41083 -0.92559 -0.07272

The calculation puts the lowest unoccupied orbital energy at 0.886 eV. For the largest force on an atom, the calculation gives 0.0484 Eh/bohr. The HOMO energy comes out at -0.3254 Eh. The net charge is 0. The SMILES is CO[C@H]1C[C@H]1S. The value obtained for the gap between HOMO and LUMO is 9.74 eV.

=====

[9]
Computed, not measured: C4H8OS in the gas phase at a distorted geometry, with ωB97M-V with the def2-TZVPD basis set.

Cartesian coordinates (Å):
C 0.12974 1.00033 0.41096
C -1.07472 0.94396 -0.54813
C -0.36118 -1.50623 0.24575
C 1.24948 -0.04396 -0.24824
H -0.10089 0.46314 1.41561
H 0.33016 2.12838 0.67162
H -0.61160 0.51754 -1.49804
H -1.76684 1.85030 -0.63451
H -0.08153 -1.10168 1.34648
H -0.36370 -2.60332 0.16219
H 1.94225 0.35576 -1.03501
H 2.00711 -0.29232 0.44375
O 0.63200 -1.17928 -0.60909
S -1.93028 -0.53262 -0.12334

The calculation puts the lowest unoccupied orbital energy at 0.977 eV. For the largest force on an atom, the calculation gives 0.0907 Eh/bohr. The HOMO energy comes out at -0.3080 Eh. The net charge is 0. The SMILES is C1COCSC1. The value obtained for the gap between HOMO and LUMO is 9.36 eV.

=====

[10]
Computed, not measured: 2 unconnected molecules or ions with the total composition C4H8OS2 at a distorted geometry, with ωB97M-V with the def2-TZVPD basis set.

Cartesian coordinates (Å):
C -1.00760 0.29955 0.34252
C 0.11999 1.24308 -0.39394
C 1.26032 0.40809 0.25403
C 0.30259 -0.57089 0.67957
H -3.21305 -0.93615 0.38950
H -1.23500 0.89025 1.19230
H 0.29923 0.86748 -1.28717
H 0.08981 2.41992 -0.26517
H 1.63921 0.85405 1.17515
H 1.62067 -0.87379 -1.56446
H 0.33074 -0.61871 1.83565
H -0.52772 -1.56901 -1.13563
O 0.20207 -1.83209 0.06601
S -2.46466 -0.26676 -0.66316
S 2.58337 -0.31503 -0.62520

The calculation puts the lowest unoccupied orbital energy at 0.051 eV. For the largest force on an atom, the calculation gives 0.1256 Eh/bohr. The HOMO energy comes out at -0.3295 Eh. The net charge is 0. The value obtained for the gap between HOMO and LUMO is 9.02 eV.

=====

[11]
Computed, not measured: C4H8OS2 in the gas phase at a distorted geometry, with ωB97M-V with the def2-TZVPD basis set.

Cartesian coordinates (Å):
C -0.28581 1.17070 -0.78072
C -0.77090 0.39485 0.38231
C 0.37861 -0.09642 1.16803
C 1.31479 -0.77463 0.19065
H -0.93667 1.61212 -1.70406
H 0.40655 0.51114 -1.42469
H 0.24790 2.18117 -0.49784
H -1.51723 0.83980 1.10863
H -1.44338 -1.15496 -1.32788
H 0.03245 -0.65262 2.14495
H 0.81809 0.78825 1.63906
H 0.07197 -2.11657 -0.29538
O 0.95732 -1.88221 -0.48436
S -2.04783 -0.70703 -0.03404
S 2.77413 -0.11361 -0.08467

The calculation puts the lowest unoccupied orbital energy at 0.209 eV. For the largest force on an atom, the calculation gives 0.1080 Eh/bohr. The HOMO energy comes out at -0.3190 Eh. The net charge is 0. The SMILES is C[C@@H](S)CC(O)=S. The value obtained for the gap between HOMO and LUMO is 8.89 eV.

=====

[12]
Computed, not measured: C4H8P2 in the gas phase at a distorted geometry, with ωB97M-V with the def2-TZVPD basis set.

Cartesian coordinates (Å):
C 0.47561 -0.09846 -1.24279
C -0.94266 -0.17558 0.97860
C 1.86828 0.02552 -1.89995
C -1.61123 0.04502 2.29963
P 0.37288 0.78571 0.33486
P -0.81596 1.24727 -1.37045
H 0.08623 -1.18897 -1.26670
H -0.96948 -1.10778 0.34618
H 2.44288 -0.93459 -1.64415
H 2.52018 0.84571 -1.53715
H 1.84018 -0.03671 -2.95545
H -0.98345 0.87817 2.73313
H -1.63042 -0.78992 2.95921
H -2.65303 0.50462 2.26504

The calculation puts the lowest unoccupied orbital energy (spin up / spin down) at -0.441 / -0.762 eV. For the largest force on an atom, the calculation gives 0.0591 Eh/bohr. The HOMO energy (spin up / spin down) comes out at -0.2845 / -0.2776 Eh. The net charge is 0. The SMILES is CC=P1=P[C@H]1C. The value obtained for the gap between HOMO and LUMO (spin up / spin down) is 7.30 / 6.79 eV.

=====

[13]
Computed, not measured: C4H8P2 in the gas phase at a distorted geometry, with ωB97M-V with the def2-TZVPD basis set.

Cartesian coordinates (Å):
C 0.70293 1.06866 -0.23333
C -0.91683 -1.43264 -0.48551
C 1.01009 2.46900 -0.00637
C 0.19600 -2.18147 0.18125
P -2.63127 -1.15707 0.13554
P -1.02577 0.41924 -0.25318
H -1.03457 -1.48112 -1.56918
H 2.07841 2.61947 0.38230
H 0.43940 3.19378 0.60661
H 1.07019 3.17346 -0.92210
H 0.11892 -2.13015 1.28044
H 1.08627 -1.64596 -0.21871
H 0.14593 -3.20762 -0.01634
H -1.23968 0.29241 1.11858

The calculation puts the lowest unoccupied orbital energy (spin up / spin down) at -1.258 / -0.984 eV. For the largest force on an atom, the calculation gives 0.0706 Eh/bohr. The HOMO energy (spin up / spin down) comes out at -0.2843 / -0.2732 Eh. The net charge is 0. The value obtained for the gap between HOMO and LUMO (spin up / spin down) is 6.48 / 6.45 eV.

=====

[14]
Computed, not measured: C4H8S in the gas phase at a distorted geometry, with ωB97M-V with the def2-TZVPD basis set.

Cartesian coordinates (Å):
C -1.97482 0.51716 0.28327
C 0.81922 0.04353 0.06529
C 1.06488 1.34490 -0.14580
C 1.91968 -0.73592 0.27196
H -2.96216 0.12230 0.09570
H -1.64232 0.62988 1.37518
H -1.80224 1.37270 -0.23446
H 1.13483 1.36350 -1.29512
H 2.03356 1.66361 0.15200
H 0.09918 2.02561 0.15846
H 2.96110 -0.31504 0.25118
H 2.03999 -1.99352 0.23462
S -0.80223 -0.74294 -0.22412

The calculation puts the lowest unoccupied orbital energy at 0.902 eV. For the largest force on an atom, the calculation gives 0.1605 Eh/bohr. The HOMO energy comes out at -0.3005 Eh. The net charge is 0. The SMILES is C=C(C)SC. The value obtained for the gap between HOMO and LUMO is 9.08 eV.

=====

[15]
Computed, not measured: C4H8S2 in the gas phase at a distorted geometry, with ωB97M-V with the def2-TZVPD basis set.

Cartesian coordinates (Å):
C 0.85626 0.54533 2.04795
C -0.20911 -0.92832 0.00047
C -0.80656 -1.71531 0.85990
C -0.71351 -0.42512 -1.31413
H 0.71337 -0.10051 2.89728
H -0.04874 1.14353 1.94982
H 1.74497 1.15787 2.36037
H -0.48315 -2.12526 1.85854
H -1.65649 -2.28057 0.48564
H -1.70911 -0.88786 -1.48098
H -0.06350 -0.71090 -2.14300
H -1.58732 1.60228 -0.44714
S 1.39669 -0.27068 0.61233
S -0.87622 1.35456 -1.55269

The calculation puts the lowest unoccupied orbital energy at 0.796 eV. For the largest force on an atom, the calculation gives 0.0561 Eh/bohr. The HOMO energy comes out at -0.3095 Eh. The net charge is 0. The SMILES is C=C(CS)SC. The value obtained for the gap between HOMO and LUMO is 9.22 eV.

=====

[16]
Computed, not measured: C4H8S2 in the gas phase at a distorted geometry, with ωB97M-V with the def2-TZVPD basis set.

Cartesian coordinates (Å):
C 0.64508 -2.62738 0.54397
C 0.33112 0.24672 0.49886
C 0.08609 1.48011 -0.26405
C -1.19222 1.82128 -0.90569
H 0.43390 -2.41065 1.67106
H -0.19390 -3.19771 0.13636
H 1.57719 -3.16781 0.21356
H -0.51643 -0.10139 1.19342
H 1.13479 0.50409 1.10161
H -1.63769 1.38348 -1.76894
H -0.98727 2.84898 -1.17301
H -1.88493 1.84805 -0.20409
S 0.72867 -1.14576 -0.59553
S 1.47559 2.51799 -0.44752

The calculation puts the lowest unoccupied orbital energy at -0.600 eV. For the largest force on an atom, the calculation gives 0.0955 Eh/bohr. The HOMO energy comes out at -0.3197 Eh. The net charge is 0. The SMILES is CSCC(C)=S. The value obtained for the gap between HOMO and LUMO is 8.10 eV.